Computed, not measured: a 14-piece molecular cluster, C28H84O14 overall, with wB97M-V/def2-TZVPD.

Energy above the lowest of the compared OMol25 structures with the same formula, charge and spin = 72.4 kcal per mole
Charge = +1
Gap between HOMO and LUMO (spin up / spin down) = 9.28 / 2.43 eV
2S+1 = 2

Last column: Löwdin spin population.
Geometry (Å):
C (-0.68, 4.23, 3.52)  0.00
C (-1.79, 3.36, 2.97)  0.00
O (-1.19, 2.58, 2.03)  0.00
H (-1.17, 4.84, 4.28)  0.00
H (-0.27, 4.95, 2.82)  0.00
H (0.15, 3.77, 4.05)  0.00
H (-2.56, 3.91, 2.42)  0.00
H (-2.13, 2.70, 3.77)  0.00
H (-1.09, 1.74, 2.48)  0.00
C (3.67, -1.03, 3.02)  0.00
C (2.28, -1.06, 2.28)  0.00
O (1.28, -1.83, 2.95)  0.00
H (3.62, -0.91, 4.10)  0.00
H (4.38, -0.33, 2.56)  0.00
H (4.10, -2.02, 2.85)  0.00
H (2.33, -1.35, 1.23)  0.00
H (1.88, -0.05, 2.31)  0.00
H (1.52, -2.75, 3.08)  0.00
C (-3.81, -2.57, -1.93)  0.07
C (-2.95, -3.20, -2.96)  0.09
O (-2.80, -2.29, -4.06)  0.75
H (-3.60, -1.53, -1.72)  0.00
H (-3.68, -3.03, -0.95)  0.01
H (-4.85, -2.76, -2.21)  0.00
H (-3.31, -4.17, -3.31)  0.05
H (-1.97, -3.32, -2.50)  0.00
H (-1.87, -2.07, -4.15)  0.01
C (2.15, 3.26, 1.05)  0.00
C (3.45, 3.10, 1.74)  0.00
O (3.82, 4.37, 2.33)  0.00
H (1.84, 2.37, 0.50)  0.00
H (2.20, 4.08, 0.33)  0.00
H (1.43, 3.57, 1.81)  0.00
H (4.20, 2.81, 1.00)  0.00
H (3.44, 2.29, 2.47)  0.00
H (4.70, 4.55, 1.99)  0.00
C (5.30, 0.40, -2.97)  0.00
C (4.59, 0.39, -1.70)  0.00
O (5.29, 0.04, -0.51)  0.00
H (5.89, -0.50, -3.15)  0.00
H (5.91, 1.31, -3.01)  0.00
H (4.64, 0.47, -3.83)  0.00
H (3.92, -0.47, -1.65)  0.00
H (3.95, 1.26, -1.53)  0.00
H (5.90, -0.66, -0.73)  0.00
C (-4.39, -2.65, 1.90)  0.00
C (-3.98, -2.05, 3.18)  0.00
O (-3.70, -0.69, 2.88)  0.00
H (-4.66, -3.69, 2.10)  0.00
H (-3.71, -2.67, 1.05)  0.00
H (-5.19, -2.05, 1.46)  0.00
H (-3.06, -2.55, 3.50)  0.00
H (-4.71, -2.21, 3.98)  0.00
H (-3.09, -0.20, 3.43)  0.00
C (-0.84, -4.90, 1.65)  0.00
C (-0.43, -6.34, 1.05)  0.00
O (1.00, -6.36, 1.15)  0.00
H (-0.65, -4.86, 2.73)  0.00
H (-1.88, -4.65, 1.46)  0.00
H (-0.24, -4.06, 1.30)  0.00
H (-0.67, -6.52, 0.00)  0.00
H (-0.71, -7.19, 1.67)  0.00
H (1.36, -6.11, 0.30)  0.00
C (1.51, 1.02, 5.09)  0.00
C (0.10, 0.48, 4.95)  0.00
O (-0.14, 0.43, 3.58)  0.00
H (2.14, 0.34, 5.68)  0.00
H (1.42, 1.89, 5.74)  0.00
H (1.95, 1.43, 4.19)  0.00
H (-0.66, 1.06, 5.48)  0.00
H (0.12, -0.56, 5.29)  0.00
H (0.49, -0.16, 3.15)  0.00
C (-0.76, 6.17, -1.15)  0.00
C (-1.53, 5.11, -0.34)  0.00
O (-1.08, 3.78, -0.47)  0.00
H (0.21, 6.49, -0.78)  0.00
H (-1.32, 7.11, -1.18)  0.00
H (-0.50, 5.89, -2.17)  0.00
H (-2.60, 5.11, -0.53)  0.00
H (-1.51, 5.41, 0.70)  0.00
H (-1.17, 3.46, 0.43)  0.00
C (2.73, -3.14, -1.00)  0.00
C (1.58, -4.02, -1.39)  0.00
O (1.94, -5.40, -1.23)  0.00
H (3.57, -3.18, -1.69)  0.00
H (3.13, -3.58, -0.08)  0.00
H (2.51, -2.09, -0.81)  0.00
H (1.12, -3.74, -2.33)  0.00
H (0.71, -3.90, -0.74)  0.00
H (2.72, -5.51, -1.77)  0.00
C (0.60, -2.34, -5.75)  0.00
C (0.86, -1.37, -4.66)  0.00
O (-0.15, -1.48, -3.71)  0.02
H (-0.31, -1.99, -6.23)  0.00
H (0.37, -3.36, -5.44)  0.00
H (1.28, -2.28, -6.60)  0.00
H (0.93, -0.37, -5.07)  0.00
H (1.84, -1.59, -4.23)  0.00
H (0.02, -0.95, -2.93)  0.00
C (-4.23, 1.49, 0.57)  0.00
C (-4.49, 1.86, -0.91)  0.00
O (-5.73, 2.38, -1.01)  0.00
H (-5.04, 1.02, 1.13)  0.00
H (-3.97, 2.32, 1.23)  0.00
H (-3.27, 0.98, 0.67)  0.00
H (-4.45, 0.97, -1.54)  0.00
H (-3.80, 2.65, -1.20)  0.00
H (-5.75, 3.23, -0.56)  0.00
C (-0.63, -1.00, 0.09)  0.00
C (-0.53, 0.26, -0.81)  0.00
O (0.64, 0.12, -1.54)  0.00
H (-1.57, -0.97, 0.64)  0.00
H (0.19, -1.15, 0.78)  0.00
H (-0.63, -1.85, -0.59)  0.00
H (-0.55, 1.06, -0.08)  0.00
H (-1.29, 0.34, -1.59)  0.00
H (1.01, 0.95, -1.84)  0.00
C (-0.47, 2.24, -3.97)  0.00
C (1.00, 2.67, -3.88)  0.00
O (1.53, 2.43, -2.54)  0.00
H (-0.97, 2.46, -4.91)  0.00
H (-1.04, 2.52, -3.08)  0.00
H (-0.69, 1.17, -3.97)  0.00
H (1.10, 3.66, -4.32)  0.00
H (1.61, 2.04, -4.53)  0.00
H (1.34, 3.27, -2.12)  0.00

Computed, not measured: a 14-piece molecular cluster, C28H84O28 overall, with wB97M-V/def2-TZVPD.

Energy above the lowest of the compared OMol25 structures with the same formula, charge and spin = 103.4 kcal per mole
Charge = -1
Gap between HOMO and LUMO (spin up / spin down) = 1.64 / 8.76 eV
2S+1 = 2

Last column: Löwdin spin population.
Geometry (Å):
C (-0.72, 4.86, -0.71)  0.00
C (-0.32, 5.96, -1.60)  0.00
O (0.36, 5.58, -2.76)  0.00
O (-2.03, 4.49, -1.03)  0.00
H (-0.86, 5.24, 0.30)  0.00
H (0.05, 4.08, -0.72)  0.00
H (0.42, 6.46, -0.98)  0.00
H (-1.21, 6.54, -1.85)  0.00
H (0.89, 6.35, -2.99)  0.00
H (-2.00, 3.56, -1.24)  0.00
C (3.76, -0.31, 3.66)  0.04
C (3.18, -0.75, 2.36)  0.03
O (2.15, -1.68, 2.64)  0.17
O (4.40, -1.41, 4.20)  0.12
H (2.92, -0.05, 4.31)  0.01
H (4.45, 0.52, 3.48)  0.00
H (3.83, -1.28, 1.66)  0.01
H (2.60, 0.09, 1.99)  0.00
H (2.62, -2.46, 2.91)  0.11
H (3.92, -2.21, 3.99)  0.09
C (-2.38, -3.69, -4.08)  0.00
C (-2.69, -3.78, -5.64)  0.00
O (-3.68, -2.88, -5.88)  0.00
O (-1.85, -2.33, -3.69)  0.00
H (-1.55, -4.38, -3.91)  0.00
H (-3.31, -3.79, -3.51)  0.00
H (-3.23, -4.66, -5.99)  0.00
H (-1.82, -3.53, -6.26)  0.00
H (-3.21, -2.03, -5.89)  0.00
H (-2.12, -2.33, -2.76)  0.00
C (-1.66, 1.40, -3.54)  0.00
C (-1.18, 1.51, -4.97)  0.00
O (-2.21, 1.02, -5.80)  0.00
O (-0.89, 2.36, -2.75)  0.00
H (-1.35, 0.51, -3.00)  0.00
H (-2.73, 1.52, -3.43)  0.00
H (-0.15, 1.19, -5.09)  0.00
H (-1.30, 2.57, -5.23)  0.00
H (-1.82, 1.20, -6.66)  0.00
H (-1.13, 3.29, -2.87)  0.00
C (3.23, -1.67, -5.29)  0.00
C (1.90, -0.99, -5.44)  0.00
O (1.11, -0.92, -4.23)  0.00
O (3.11, -2.91, -4.68)  0.00
H (3.87, -1.00, -4.71)  0.00
H (3.63, -1.79, -6.30)  0.00
H (1.43, -1.61, -6.20)  0.00
H (2.05, -0.03, -5.93)  0.00
H (0.20, -1.20, -4.32)  0.00
H (2.93, -2.72, -3.76)  0.00
C (4.17, 3.75, 1.95)  0.00
C (2.81, 4.25, 2.52)  0.00
O (2.08, 4.87, 1.44)  0.00
O (3.86, 2.82, 0.89)  0.00
H (4.74, 3.28, 2.76)  0.00
H (4.71, 4.65, 1.64)  0.00
H (2.80, 4.90, 3.39)  0.00
H (2.22, 3.40, 2.86)  0.00
H (1.17, 5.06, 1.67)  0.00
H (3.28, 3.37, 0.35)  0.00
C (1.68, -4.26, -1.46)  0.01
C (2.50, -5.34, -2.25)  0.00
O (3.87, -5.07, -1.93)  0.01
O (2.26, -3.07, -0.94)  0.01
H (1.53, -4.86, -0.57)  0.00
H (0.70, -4.08, -1.90)  0.00
H (2.41, -5.49, -3.33)  0.00
H (2.22, -6.33, -1.89)  0.00
H (4.39, -5.17, -2.73)  0.00
H (1.50, -2.49, -0.84)  0.00
C (-1.06, 3.39, 3.03)  0.00
C (-1.49, 3.31, 4.49)  0.00
O (-2.33, 4.40, 4.67)  0.00
O (-0.43, 4.69, 2.68)  0.00
H (-1.91, 3.09, 2.41)  0.00
H (-0.31, 2.64, 2.78)  0.00
H (-0.78, 3.60, 5.26)  0.00
H (-1.96, 2.34, 4.62)  0.00
H (-2.71, 4.37, 5.55)  0.00
H (-1.01, 5.38, 3.02)  0.00
C (-0.38, -0.26, 3.89)  0.01
C (-0.26, -0.93, 5.22)  0.05
O (-0.82, -0.21, 6.33)  0.02
O (-0.38, -1.22, 2.94)  0.03
H (0.44, 0.46, 3.79)  0.00
H (-1.18, 0.46, 3.76)  0.00
H (0.74, -1.29, 5.47)  0.03
H (-0.75, -1.91, 5.26)  0.02
H (-0.32, -0.22, 7.15)  0.01
H (0.54, -1.49, 2.91)  0.01
C (0.94, 0.63, -0.42)  0.00
C (-0.21, -0.39, -0.53)  0.00
O (0.04, -1.59, 0.12)  0.01
O (0.86, 1.32, 0.87)  0.00
H (0.89, 1.50, -1.07)  0.00
H (1.88, 0.08, -0.40)  0.00
H (-0.33, -0.67, -1.57)  0.00
H (-1.11, 0.17, -0.25)  0.00
H (0.18, -1.29, 1.02)  0.00
H (1.49, 2.03, 0.72)  0.00
C (-3.30, -2.02, 3.67)  0.01
C (-4.85, -2.21, 3.95)  0.00
O (-5.38, -3.02, 2.89)  0.00
O (-3.08, -1.33, 2.46)  0.00
H (-2.77, -2.97, 3.69)  0.01
H (-2.91, -1.49, 4.54)  0.00
H (-5.43, -1.32, 4.19)  0.00
H (-4.71, -2.70, 4.92)  0.00
H (-4.87, -2.78, 2.12)  0.00
H (-2.13, -1.25, 2.33)  0.00
C (4.63, -0.62, -1.74)  0.00
C (5.50, -1.83, -1.73)  0.00
O (5.23, -2.50, -0.50)  0.01
O (5.11, 0.48, -0.97)  0.00
H (3.72, -0.97, -1.24)  0.00
H (4.26, -0.33, -2.73)  0.00
H (6.53, -1.56, -1.93)  0.00
H (5.13, -2.67, -2.31)  0.00
H (4.29, -2.69, -0.50)  0.00
H (4.33, 0.99, -0.74)  0.00
C (-5.20, 3.34, 2.29)  0.00
C (-4.55, 3.40, 0.87)  0.00
O (-3.86, 2.14, 0.65)  0.00
O (-5.74, 4.62, 2.67)  0.00
H (-4.43, 3.01, 2.99)  0.00
H (-5.91, 2.52, 2.20)  0.00
H (-3.84, 4.21, 0.68)  0.00
H (-5.42, 3.60, 0.24)  0.00
H (-2.96, 2.40, 0.44)  0.00
H (-5.06, 5.30, 2.72)  0.00
C (-1.77, -4.34, 0.91)  0.01
C (-2.20, -4.22, -0.52)  0.00
O (-2.35, -2.88, -0.82)  0.00
O (-0.34, -4.42, 0.99)  0.09
H (-2.26, -5.18, 1.41)  0.00
H (-1.97, -3.36, 1.33)  0.00
H (-3.17, -4.62, -0.82)  0.00
H (-1.42, -4.49, -1.24)  0.00
H (-1.55, -2.54, -0.42)  0.00
H (-0.05, -4.19, 1.88)  0.04

Computed, not measured: C28H87AsF6N7O12 as an isolated structure, with wB97M-V/def2-TZVPD.

Charge = 0
Gap between HOMO and LUMO (spin up / spin down) = 7.90 / 2.63 eV
2S+1 = 2

Last column: Löwdin spin population.
Geometry (Å):
As (23.82, -9.21, -16.85)  0.00
F (22.63, -10.47, -16.29)  0.00
F (24.34, -10.26, -18.19)  0.00
F (25.06, -8.02, -17.31)  0.00
F (23.36, -8.21, -15.39)  0.00
F (25.04, -10.07, -15.77)  0.00
F (22.59, -8.41, -17.96)  0.00
O (22.36, -6.02, -19.85)  0.00
H (21.58, -5.48, -20.00)  0.00
H (22.67, -5.76, -18.99)  0.00
O (22.26, -9.84, -13.11)  0.00
H (22.70, -9.32, -13.78)  0.00
H (22.72, -10.68, -13.11)  0.00
O (25.56, -8.82, -13.36)  0.01
H (25.29, -7.90, -13.28)  0.00
H (25.05, -9.15, -14.10)  0.00
O (24.81, -7.32, -19.80)  0.00
H (24.38, -7.40, -18.94)  0.00
H (25.70, -7.61, -19.65)  0.00
O (22.62, -8.88, -20.52)  0.00
H (22.17, -9.55, -21.03)  0.00
H (22.84, -9.31, -19.69)  0.00
C (24.20, -14.55, -12.41)  0.00
C (24.08, -13.73, -13.73)  0.00
C (23.05, -14.53, -14.59)  0.00
O (21.72, -14.68, -14.01)  0.00
C (20.78, -15.24, -14.89)  0.00
N (23.51, -12.40, -13.67)  0.00
H (24.94, -13.92, -11.90)  0.00
H (24.70, -15.46, -12.73)  0.00
H (23.25, -14.79, -11.92)  0.00
H (25.03, -13.58, -14.25)  0.00
H (23.36, -15.52, -14.91)  0.00
H (23.00, -14.07, -15.58)  0.00
H (20.90, -14.73, -15.85)  0.00
H (19.76, -15.09, -14.54)  0.00
H (20.98, -16.29, -15.12)  0.00
H (22.55, -12.62, -13.46)  0.00
H (23.40, -12.13, -14.64)  0.00
C (22.35, -17.20, -19.30)  0.00
C (22.65, -15.69, -19.50)  0.00
C (23.94, -15.21, -18.83)  0.00
O (24.19, -13.81, -19.03)  0.00
C (25.07, -13.18, -18.04)  0.00
N (22.87, -15.51, -20.89)  0.00
H (23.05, -17.84, -19.84)  0.00
H (21.37, -17.27, -19.77)  0.00
H (22.23, -17.56, -18.28)  0.00
H (21.82, -15.08, -19.15)  0.00
H (24.80, -15.86, -19.01)  0.00
H (23.68, -15.33, -17.78)  0.00
H (25.65, -13.97, -17.56)  0.00
H (24.50, -12.73, -17.23)  0.00
H (25.66, -12.38, -18.49)  0.00
H (23.14, -14.56, -21.08)  0.00
H (23.53, -16.21, -21.21)  0.00
C (20.24, -6.74, -14.59)  0.00
C (20.13, -7.45, -15.93)  0.00
C (19.92, -9.00, -15.66)  0.00
O (18.74, -9.25, -14.78)  0.00
C (18.68, -10.47, -14.02)  0.00
N (19.01, -6.92, -16.64)  0.00
H (19.35, -6.59, -13.97)  0.00
H (20.80, -5.80, -14.58)  0.00
H (20.90, -7.37, -13.99)  0.00
H (21.02, -7.40, -16.55)  0.00
H (20.83, -9.45, -15.26)  0.00
H (19.83, -9.57, -16.59)  0.00
H (19.53, -10.60, -13.34)  0.00
H (18.55, -11.37, -14.60)  0.00
H (17.97, -10.41, -13.19)  0.00
H (18.23, -7.42, -16.24)  0.00
H (19.26, -7.30, -17.54)  0.00
C (25.82, -3.75, -13.52)  0.00
C (25.58, -4.06, -12.01)  0.00
C (25.74, -5.52, -11.74)  0.00
O (24.90, -6.34, -12.50)  0.00
C (23.49, -6.38, -12.29)  0.00
N (26.46, -3.18, -11.31)  0.00
H (25.43, -4.64, -14.01)  0.00
H (26.88, -3.64, -13.77)  0.00
H (25.27, -2.86, -13.84)  0.00
H (24.55, -3.75, -11.84)  0.00
H (25.41, -5.57, -10.71)  0.00
H (26.78, -5.82, -11.66)  0.00
H (22.99, -5.51, -12.72)  0.00
H (23.20, -6.44, -11.24)  0.00
H (23.04, -7.23, -12.80)  0.00
H (27.38, -3.20, -11.73)  0.00
H (26.71, -3.54, -10.40)  0.00
C (30.11, -6.57, -16.36)  0.01
C (28.80, -6.93, -17.17)  0.09
C (28.87, -7.81, -18.50)  0.10
O (27.60, -8.09, -19.06)  0.01
C (27.50, -9.25, -19.84)  0.00
N (27.82, -7.46, -16.22)  0.70
H (30.75, -5.97, -17.01)  0.00
H (30.62, -7.50, -16.12)  0.00
H (29.84, -6.01, -15.47)  0.00
H (28.30, -6.01, -17.50)  0.01
H (29.50, -8.69, -18.31)  0.00
H (29.47, -7.23, -19.21)  0.01
H (27.67, -10.18, -19.29)  0.00
H (28.23, -9.18, -20.65)  0.00
H (26.55, -9.25, -20.37)  0.00
H (26.93, -7.50, -16.69)  0.02
H (28.00, -8.39, -15.85)  0.02
C (26.76, -3.53, -17.36)  0.00
C (25.66, -4.35, -17.96)  0.00
C (24.44, -4.22, -17.04)  0.00
O (23.31, -4.95, -17.63)  0.00
C (22.16, -4.53, -16.93)  0.00
N (25.53, -3.96, -19.38)  0.00
H (26.54, -2.46, -17.31)  0.00
H (27.68, -3.68, -17.94)  0.00
H (27.10, -3.82, -16.37)  0.00
H (26.05, -5.37, -17.95)  0.00
H (24.33, -3.14, -16.97)  0.00
H (24.59, -4.77, -16.11)  0.00
H (21.33, -5.07, -17.37)  0.00
H (21.97, -3.46, -17.05)  0.00
H (22.13, -4.76, -15.87)  0.00
H (26.49, -3.81, -19.65)  0.00
H (25.22, -3.00, -19.34)  0.00
C (21.89, -11.76, -19.89)  0.00
C (21.23, -12.19, -21.18)  0.00
C (19.70, -12.36, -20.95)  0.00
O (18.89, -12.83, -22.06)  0.00
C (18.90, -14.22, -22.36)  0.00
N (21.62, -11.39, -22.29)  0.00
H (21.81, -12.41, -19.03)  0.00
H (21.38, -10.86, -19.55)  0.00
H (22.95, -11.60, -20.07)  0.00
H (21.57, -13.22, -21.30)  0.00
H (19.23, -11.39, -20.74)  0.00
H (19.58, -13.10, -20.16)  0.00
H (18.47, -14.48, -23.32)  0.00
H (18.18, -14.82, -21.80)  0.00
H (19.84, -14.76, -22.39)  0.00
H (21.00, -11.61, -23.06)  0.00
H (22.56, -11.56, -22.60)  0.00